1.
{"formula": "C7H8N2", "method": "ωB97M-V/def2-TZVPD", "de_lowest_kcal_mol": 67.26, "smiles": "C=C[C@@H]1C[C@]1(C#N)N=C", "charge": 0, "symbols": ["N", "C", "H", "N", "H", "H", "H", "C", "C", "C", "H", "C", "C", "C", "H", "H", "H"], "coordinates": [[-0.10296, -1.50302, -0.58514], [-1.55160, 2.29074, -0.34560], [-2.31703, 2.09229, -1.05196], [1.41502, -1.06470, 2.69288], [-1.46394, 2.94609, 0.45444], [-1.61229, -2.83407, -0.77238], [-0.95682, 0.49469, -1.29557], [0.52711, 0.94624, 0.11616], [-0.69670, 1.31311, -0.66012], [1.68613, 0.15278, -0.51330], [0.80303, 1.48602, 0.93618], [0.73043, -0.60910, 0.24555], [1.07380, -0.99499, 1.60248], [-0.83776, -2.40999, -0.10389], [-1.04749, -2.47834, 0.92687], [2.66597, 0.21507, -0.06248], [1.68511, -0.04283, -1.58412]], "forces_ev_per_angstrom": [[0.518, 0.729, 0.164], [0.967, -2.963, -2.218], [-1.746, 1.383, 0.122], [0.080, -0.417, 0.630], [-0.045, 1.308, 0.933], [0.950, -0.346, 0.165], [-0.335, 0.203, -1.039], [-0.242, -2.459, -3.092], [1.463, 0.021, 2.238], [0.866, 1.097, -0.703], [0.438, 1.282, 2.199], [-1.855, -1.708, 0.646], [-0.036, 0.419, -0.648], [-1.220, 1.506, -1.119], [0.233, -0.623, 1.557], [0.073, 0.447, -0.088], [-0.110, 0.120, 0.253]], "lowdin_charge": [0.0444, 0.0402, 0.0464, 0.1696, 0.0444, 0.0859, 0.0861, -0.1271, -0.1406, -0.0415, 0.1079, -0.4340, -0.1657, -0.0175, 0.0608, 0.1172, 0.1235]}

***

2.
{"formula": "CF4LaO3P", "method": "ωB97M-V/def2-TZVPD", "de_lowest_kcal_mol": 67.07, "charge": 2, "symbols": ["F", "F", "C", "O", "La", "F", "P", "O", "O", "F"], "coordinates": [[-0.92743, 1.80016, 0.86804], [-1.89498, 0.17138, -0.18664], [1.10501, -1.13528, 1.33476], [0.76578, -0.02145, 1.80946], [-0.91372, -1.42363, -2.51561], [-0.65522, 0.91493, -1.89663], [-0.33745, 0.75969, -0.17467], [0.35186, -0.70686, -0.48570], [1.63836, -2.11366, 1.69505], [0.86779, 1.75471, -0.44805]], "forces_ev_per_angstrom": [[0.772, -1.280, -1.145], [0.905, -1.107, -0.670], [1.454, 2.049, 7.164], [-0.532, -2.107, -3.934], [1.199, 2.234, 2.973], [-0.562, -0.436, -0.776], [1.002, 1.584, 1.522], [-2.228, 0.262, -2.192], [-1.185, 0.486, -3.108], [-0.825, -1.685, 0.166]], "lowdin_charge": [-0.0319, -0.2022, -0.3749, 0.0922, 2.6000, -0.3483, 0.5298, -0.4947, 0.2796, -0.0496]}

***

3.
{"formula": "C4H5NO", "method": "ωB97M-V/def2-TZVPD", "de_lowest_kcal_mol": 48.13, "smiles": "CC1=N[C@H]1C=O", "charge": 0, "symbols": ["C", "O", "C", "N", "C", "H", "H", "H", "C", "H", "H"], "coordinates": [[1.93988, 0.05699, -0.51184], [2.01315, -0.90518, -1.24279], [-1.82937, -0.04811, -0.12843], [0.26922, -1.06974, 1.02254], [0.86885, 0.23728, 0.51637], [0.98643, 1.04526, 1.24405], [2.70427, 0.86576, -0.52389], [-2.14617, 0.88099, 0.36121], [-0.45924, -0.33048, 0.33043], [-1.83242, 0.12185, -1.20760], [-2.51460, -0.85464, 0.13994]], "forces_ev_per_angstrom": [[-0.069, -0.187, 0.002], [-0.065, 0.635, 0.335], [0.001, -0.058, -0.032], [-0.740, 0.158, -0.132], [0.406, 0.217, -0.232], [0.229, -0.225, -0.148], [-0.082, -0.173, -0.137], [-0.008, -0.159, -0.132], [0.280, -0.236, 0.451], [-0.058, -0.048, 0.109], [0.106, 0.075, -0.084]], "lowdin_charge": [-0.2496, 0.0449, -0.0043, 0.2268, -0.2027, 0.1182, 0.1157, 0.0930, -0.3189, 0.0902, 0.0868]}

***

4.
{"formula": "C27H33IrN5O", "method": "ωB97M-V/def2-TZVPD", "de_lowest_kcal_mol": 0.00, "charge": 1, "symbols": ["H", "C", "C", "H", "H", "C", "N", "C", "H", "C", "H", "H", "H", "H", "H", "C", "C", "C", "C", "C", "C", "H", "C", "N", "H", "H", "C", "H", "H", "C", "Ir", "C", "H", "N", "H", "C", "O", "H", "H", "H", "C", "C", "H", "N", "H", "C", "H", "H", "H", "N", "C", "H", "H", "C", "H", "H", "C", "C", "H", "H", "C", "C", "H", "C", "H", "H", "C"], "coordinates": [[0.32773, 0.55931, -7.22770], [-0.65989, 1.77247, 2.47378], [-1.21715, -2.90479, -0.49086], [4.97553, 1.08645, 3.68108], [-3.03752, -0.12611, 0.08323], [1.94499, 2.09709, -0.17887], [-0.94459, 1.33765, -0.04121], [-1.67405, -1.86290, 1.62241], [3.07341, -1.07436, -0.40166], [4.08201, 0.62223, 3.28855], [0.42692, 1.71022, 2.54775], [-0.97913, 2.57413, 3.13857], [1.72938, 1.84947, -5.60606], [1.70570, 1.17544, -3.20070], [-0.88886, -1.91216, -3.91598], [0.35203, 0.29243, -6.18088], [2.43222, 0.42063, 1.55822], [2.29241, -0.97992, 3.49415], [-2.79440, -1.06849, -0.39980], [1.13154, 1.00833, -5.28672], [-0.57473, -1.54044, 2.42566], [3.98690, 0.44128, -0.55399], [1.72347, -0.52807, 2.30270], [0.52385, -0.99351, 1.73185], [-2.23963, 3.94413, 1.47433], [-0.33573, -3.33633, -0.01843], [-1.15217, 2.09518, 1.10202], [-3.61316, -1.77775, -0.28723], [-1.00814, -2.71729, -1.54142], [3.58091, 1.00904, 2.05601], [0.15112, -0.35707, -0.02896], [-1.91466, 3.18868, 0.77679], [-1.93354, -2.34766, 5.41917], [0.41413, -0.38704, -3.51542], [4.10586, 1.75763, 1.47736], [-2.82203, -2.40935, 2.16531], [0.46985, -0.77005, -2.25001], [-3.81521, -3.03158, 3.95837], [-2.60737, 1.89894, -2.93516], [-1.07896, 0.84549, 2.86502], [-1.68766, 1.51140, -2.49766], [-0.34741, -1.09546, -4.36702], [0.07749, -1.37306, 4.47255], [-1.54251, -1.61273, 0.17565], [-3.65992, -2.67353, 1.53610], [-1.60532, 1.97133, -1.08196], [3.86894, -0.75907, 4.91284], [-1.70874, 0.42831, -2.59053], [-1.01883, -1.36321, -6.36099], [1.99933, 0.65432, 0.16670], [-0.39547, -0.77315, -5.70522], [1.85450, -1.80608, 4.02953], [-0.86778, 1.88978, -3.11126], [3.45300, -0.40048, 3.98092], [2.70621, 0.02941, -1.72820], [1.50742, 2.20056, -1.16993], [-2.91491, -2.61036, 3.53397], [-2.20950, 3.10496, -0.59915], [1.30637, 2.62114, 0.52619], [-2.63368, -0.90170, -1.46106], [-1.85766, -2.23812, 4.34574], [3.01070, -0.02583, -0.69006], [-2.05411, -3.59788, -0.38611], [-0.69818, -1.70502, 3.80446], [-2.81117, 3.78198, -1.18526], [2.94623, 2.52874, -0.17526], [1.14361, 0.65241, -3.95629]], "forces_ev_per_angstrom": [[-0.001, 0.001, 0.000], [-0.003, 0.002, 0.002], [-0.023, -0.003, 0.010], [0.000, -0.001, 0.000], [-0.004, -0.002, 0.002], [0.006, -0.007, 0.011], [0.037, 0.070, -0.041], [0.004, 0.009, -0.001], [0.003, 0.004, 0.009], [-0.006, -0.007, 0.006], [0.021, -0.009, -0.002], [0.005, 0.000, -0.001], [0.000, 0.000, 0.002], [0.014, 0.000, 0.016], [-0.001, 0.001, -0.002], [0.008, 0.000, -0.006], [0.019, 0.011, 0.007], [0.002, -0.009, -0.001], [-0.004, 0.005, -0.017], [-0.010, 0.003, -0.004], [-0.022, -0.002, -0.012], [0.001, -0.003, 0.003], [-0.025, 0.001, 0.029], [0.047, 0.039, -0.060], [0.003, 0.001, 0.000], [0.004, 0.001, -0.004], [0.014, -0.004, 0.001], [0.000, -0.006, 0.006], [-0.003, 0.001, 0.005], [-0.005, 0.005, -0.006], [0.072, -0.029, 0.080], [-0.030, -0.026, 0.005], [0.000, 0.000, 0.000], [0.055, 0.001, 0.027], [-0.001, 0.000, 0.000], [-0.001, -0.001, 0.007], [-0.103, -0.015, -0.052], [0.000, 0.000, 0.001], [0.001, 0.002, -0.004], [-0.003, 0.002, 0.004], [0.012, -0.007, -0.001], [-0.003, -0.005, -0.007], [-0.018, 0.000, -0.006], [0.017, -0.030, -0.032], [0.000, 0.002, -0.008], [-0.035, -0.025, 0.017], [-0.001, 0.000, 0.000], [-0.008, 0.001, -0.009], [0.000, -0.001, 0.001], [-0.057, 0.018, 0.070], [-0.005, -0.002, 0.007], [0.018, 0.005, -0.005], [0.029, -0.003, -0.007], [0.009, 0.009, -0.007], [-0.014, 0.008, -0.030], [0.001, 0.001, -0.002], [-0.002, -0.002, -0.007], [-0.002, 0.004, -0.002], [-0.004, -0.007, 0.002], [0.005, 0.011, 0.010], [0.006, 0.002, 0.002], [-0.007, -0.019, -0.030], [0.003, -0.002, 0.005], [-0.002, -0.002, 0.016], [0.008, 0.003, -0.004], [-0.002, 0.004, -0.004], [-0.023, 0.002, 0.014]], "lowdin_charge": [0.1224, -0.0233, -0.0488, 0.1113, 0.1061, -0.0374, -0.1055, -0.1989, 0.1074, -0.0613, 0.0618, 0.0899, 0.1254, 0.1211, 0.1397, -0.0277, -0.2251, -0.0124, -0.0433, -0.0132, -0.2226, 0.1013, -0.2216, -0.0885, 0.1036, 0.0999, -0.3705, 0.0895, 0.0639, -0.0205, 1.4218, -0.0631, 0.1146, -0.2002, 0.1164, -0.0131, -0.2533, 0.1120, 0.0932, 0.0652, -0.0421, 0.0003, 0.0976, -0.3136, 0.1134, -0.3721, 0.1142, 0.0311, 0.1240, -0.3087, -0.0106, 0.1044, 0.0666, -0.0574, 0.0548, 0.0814, -0.0603, -0.0649, 0.0935, 0.0758, -0.0572, -0.0490, 0.1036, -0.0171, 0.1037, 0.0939, -0.0216]}

***

5.
{"formula": "C35H28BrN2PV", "method": "ωB97M-V/def2-TZVPD", "de_lowest_kcal_mol": 3.04, "charge": 3, "symbols": ["H", "H", "H", "H", "H", "C", "H", "H", "C", "C", "C", "C", "C", "C", "C", "C", "Br", "C", "C", "C", "H", "H", "H", "C", "H", "H", "C", "C", "C", "C", "H", "C", "H", "H", "P", "C", "C", "H", "C", "C", "H", "H", "H", "H", "C", "H", "C", "C", "H", "C", "H", "C", "C", "H", "V", "C", "C", "N", "H", "C", "C", "H", "H", "C", "C", "C", "H", "N"], "coordinates": [[2.11317, -2.09042, -4.46907], [2.12332, 0.29432, 2.82781], [-1.24537, -6.59986, 3.50265], [-1.90898, -1.39362, -1.85344], [-0.54106, -4.36525, 4.27501], [-1.86503, -2.36915, -1.36560], [3.49620, -4.09916, -4.06092], [-2.30051, 1.33276, 6.64040], [2.64715, -4.49373, -2.13449], [3.91788, -1.49734, -0.65588], [-3.67291, 0.26037, 3.72758], [1.44578, 2.81978, -1.20130], [2.92587, -1.35841, 0.31534], [0.44107, 3.77748, -1.25739], [-0.67508, -3.77794, 0.93827], [-0.04798, 0.14047, 2.80878], [-2.50863, -0.54727, 1.22924], [-2.35840, 0.97054, 5.62158], [0.92264, -2.98733, -1.42560], [3.78882, -3.23650, 1.52846], [5.62213, -2.62785, -1.26421], [-1.25361, -5.23216, -0.55042], [3.75559, -3.90582, 2.37723], [1.72658, -4.09826, -1.17523], [5.53104, -4.15151, 0.68468], [1.63454, -4.65494, -0.25131], [2.85048, -2.22982, 1.40154], [-1.08286, 2.29568, -0.07478], [-1.29812, -6.04804, 1.43036], [-0.80515, 3.51770, -0.69853], [-1.58162, 4.27030, -0.74331], [-1.23957, 0.31349, 3.55640], [0.45058, -1.37886, -2.79680], [2.08247, -2.10814, 2.16106], [-0.39137, -2.50631, -0.29758], [4.84884, -2.50667, -0.51806], [2.00254, -2.64573, -3.54741], [-0.19765, -2.55078, 2.65704], [-1.09166, -5.04005, 0.50383], [1.07236, -2.24833, -2.60529], [-4.63622, 0.06204, 3.27584], [0.19091, 1.33835, 6.47695], [3.93452, -0.82580, -1.50393], [-4.49113, 0.87406, 5.61952], [-0.48265, -3.53711, 2.29953], [0.62850, 4.73050, -1.73362], [-1.16144, 0.77268, 4.89599], [1.19213, 0.41106, 3.37601], [2.42882, 2.98588, -1.62424], [-3.58267, 0.72085, 5.05393], [-1.77937, -3.12971, -2.14145], [1.26913, 0.84465, 4.70540], [-0.10102, 1.32427, -0.01358], [-2.07078, 2.13078, 0.33314], [0.11716, -0.41232, 0.92117], [2.78225, -3.77546, -3.31528], [-1.08904, -5.80770, 2.78289], [1.94146, -0.34524, 0.21448], [-1.62401, -7.02416, 1.09741], [0.11959, 1.01441, 5.44534], [-2.50812, 0.08006, 3.03600], [-2.77764, -2.53954, -0.79743], [3.25662, -5.36997, -1.95861], [4.79052, -3.37070, 0.57414], [-0.68768, -4.55164, 3.21960], [1.18292, 1.60753, -0.57055], [2.23774, 1.04588, 5.14166], [2.20652, 0.69778, -0.45292]], "forces_ev_per_angstrom": [[-0.012, -0.002, -0.004], [-0.004, -0.023, -0.007], [-0.015, -0.011, -0.011], [-0.021, -0.031, -0.028], [0.003, -0.003, -0.002], [0.023, 0.237, 0.051], [0.001, 0.009, -0.013], [0.014, -0.017, 0.003], [-0.029, -0.009, 0.009], [-0.171, 0.235, -0.009], [-0.003, -0.040, -0.089], [0.106, -0.246, 0.046], [0.396, -0.279, 0.076], [-0.162, 0.060, 0.028], [0.034, 0.033, -0.080], [-0.239, -0.542, -1.054], [0.346, 0.006, 0.076], [-0.058, 0.021, 0.073], [-0.070, 0.231, 0.120], [0.076, -0.067, 0.055], [0.015, 0.013, 0.002], [0.011, -0.059, 0.005], [-0.012, 0.002, 0.005], [0.019, -0.020, 0.025], [0.004, -0.007, -0.019], [-0.049, -0.017, -0.029], [-0.149, 0.171, -0.079], [-0.168, -0.029, -0.035], [-0.019, -0.055, -0.012], [0.100, -0.015, -0.044], [0.002, 0.003, -0.012], [0.003, 0.038, 0.126], [0.004, -0.021, -0.049], [0.001, -0.006, 0.052], [-0.306, -0.745, -0.182], [0.019, -0.059, 0.117], [0.036, 0.014, -0.033], [0.037, -0.022, 0.039], [0.013, 0.089, -0.042], [-0.043, 0.016, 0.033], [-0.010, 0.001, 0.027], [-0.004, 0.028, -0.008], [0.048, -0.024, 0.004], [-0.002, 0.011, -0.001], [-0.046, 0.031, -0.068], [0.008, -0.006, -0.009], [0.014, -0.049, -0.113], [0.208, -0.103, -0.163], [-0.007, 0.043, 0.009], [0.068, 0.002, 0.020], [0.020, -0.040, 0.015], [-0.036, 0.047, -0.011], [0.259, -0.556, 0.252], [0.028, 0.004, 0.038], [-1.006, 1.461, 1.290], [-0.028, -0.019, 0.026], [0.010, 0.039, 0.009], [0.737, 0.438, -0.434], [0.006, 0.002, -0.007], [0.007, -0.006, 0.006], [-0.094, 0.000, -0.005], [0.022, -0.004, 0.042], [0.002, -0.009, -0.012], [-0.009, 0.055, -0.002], [0.009, 0.004, 0.025], [-0.377, 0.098, -0.001], [0.001, 0.004, -0.003], [0.437, -0.307, -0.036]], "lowdin_charge": [0.1260, 0.1144, 0.1294, 0.0591, 0.1228, -0.2198, 0.1294, 0.1423, -0.0380, 0.0036, -0.0367, 0.0622, -0.2679, 0.0196, -0.3836, -0.1893, 1.0890, 0.0414, -0.3777, -0.0342, 0.1328, 0.1247, 0.1280, -0.0714, 0.1310, 0.1163, -0.0405, -0.0508, -0.0240, 0.0140, 0.1382, -0.2212, 0.1113, 0.0927, 0.9644, -0.0249, -0.0378, 0.0678, -0.0663, -0.0946, 0.1330, 0.1473, 0.1269, 0.1366, -0.1119, 0.1400, -0.1255, -0.0453, 0.1456, -0.0006, 0.0814, -0.0039, -0.1433, 0.0935, 0.7769, -0.0208, -0.0183, -0.0798, 0.1297, 0.0696, -0.4914, 0.0431, 0.1293, -0.0152, -0.0392, -0.2607, 0.1354, 0.1856]}

***

6.
{"formula": "C3H4N2O", "method": "ωB97M-V/def2-TZVPD", "de_lowest_kcal_mol": 22.79, "smiles": "O=C1CN=CN1", "charge": 0, "symbols": ["C", "O", "H", "N", "H", "N", "C", "H", "C", "H"], "coordinates": [[1.07168, -0.03503, -0.41194], [0.72576, -0.97222, 1.79912], [-1.68633, -0.25142, 1.32218], [-1.00714, -0.05444, 0.55958], [1.53598, -0.92707, -0.83586], [0.17383, 0.60066, -1.38844], [0.26922, -0.43259, 0.81555], [1.85913, 0.65505, -0.10438], [-0.95990, 0.57572, -0.81894], [-1.98223, 0.84134, -0.93686]], "forces_ev_per_angstrom": [[0.323, -0.015, -0.107], [-0.336, 0.016, 0.098], [0.173, 0.628, -1.470], [0.920, 0.138, -0.659], [0.064, 0.117, -0.069], [-1.406, -0.148, 0.979], [1.003, -0.198, -0.020], [0.043, -0.036, -0.153], [-0.451, -1.421, 3.230], [-0.333, 0.919, -1.830]], "lowdin_charge": [-0.1195, 0.0563, 0.1670, 0.1141, 0.1293, 0.0654, -0.5261, 0.1293, -0.1228, 0.1070]}

***

| no. | strongest force on any atom (Eh/bohr) |
| --- | --- |
| 1 | 0.0770 |
| 2 | 0.1476 |
| 3 | 0.0149 |
| 4 | 0.0023 |
| 5 | 0.0426 |
| 6 | 0.0692 |